The following is a DFT calculation (ωB97M-V/def2-TZVPD) of the molecule C21H29N3OS.

Its charge is 0. The calculation puts the orbital gap at 8.68 eV. The value obtained for the LUMO energy is 0.70 eV. As for the structure (SMILES): CCCCc1ncc(CN2CCC[C@H](C(=O)c3ccc(SC)cc3)C2)[nH]1. Its energy above the lowest of the compared OMol25 structures with the same formula, charge and spin is 12.4 kcal/mol.

The geometry in XYZ format:
```
55
Properties=species:S:1:pos:R:3:forces:R:3:nbo_charge:R:1
C -5.634 -2.297 -0.143 0.112 0.219 -0.026 -0.599
C -4.547 -1.244 0.030 -0.025 -0.317 0.131 -0.404
C -3.730 -1.477 1.297 0.007 0.257 -0.164 -0.376
H -3.328 -2.493 1.291 -0.024 -0.068 0.059 0.193
H -4.377 -1.379 2.171 -0.022 -0.072 0.048 0.201
C -2.573 -0.475 1.426 -0.151 -0.270 0.086 -0.448
C -1.525 -0.707 0.398 -0.044 0.125 0.123 0.372
N -1.553 -0.299 -0.846 -0.465 0.085 0.126 -0.507
C -0.397 -0.731 -1.419 0.344 -0.384 0.244 -0.081
C 0.351 -1.424 -0.510 0.170 -0.023 -0.407 0.080
N -0.391 -1.411 0.645 0.093 -0.079 -0.048 -0.526
H -0.101 -1.822 1.517 -0.014 0.079 0.012 0.426
C 1.700 -2.046 -0.597 0.031 -0.144 0.012 -0.248
N 2.540 -1.667 0.535 -0.192 -0.113 0.105 -0.447
C 2.577 -0.251 0.817 -0.175 0.248 -0.154 -0.220
C 3.372 0.564 -0.231 0.461 -0.105 0.331 -0.353
C 3.227 2.019 0.160 0.009 -0.249 -0.268 0.595
O 4.119 2.671 0.653 -0.037 -0.021 0.056 -0.536
C 1.825 2.497 0.031 -0.315 0.488 0.094 -0.187
C 1.052 2.257 -1.102 0.238 0.053 0.130 -0.124
C -0.297 2.542 -1.114 0.002 0.146 0.076 -0.247
C -0.910 3.039 0.030 -0.160 -0.009 -0.128 -0.149
C -0.131 3.354 1.143 -0.127 0.013 -0.094 -0.238
C 1.223 3.101 1.135 0.174 -0.090 -0.129 -0.158
H 1.827 3.325 2.002 0.065 0.017 0.096 0.226
H -0.607 3.780 2.013 -0.025 0.023 0.147 0.220
S -2.645 3.294 0.158 -0.223 -0.018 -0.016 0.249
C -3.308 2.365 -1.256 0.316 0.279 0.260 -0.767
H -2.851 1.376 -1.274 -0.110 0.036 -0.099 0.275
H -4.377 2.289 -1.081 -0.094 0.007 0.000 0.230
H -3.129 2.913 -2.177 -0.051 -0.034 -0.119 0.212
H -0.868 2.350 -2.007 -0.095 -0.052 -0.065 0.221
H 1.509 1.864 -1.998 0.046 -0.131 -0.061 0.204
H 2.901 0.408 -1.206 -0.054 0.031 -0.019 0.216
C 4.807 0.047 -0.253 -0.159 0.001 -0.242 -0.389
C 4.798 -1.455 -0.539 -0.109 0.035 0.207 -0.421
C 3.893 -2.194 0.457 0.166 -0.145 -0.089 -0.214
H 3.836 -3.255 0.200 0.025 -0.008 0.076 0.200
H 4.323 -2.110 1.460 0.067 -0.074 -0.023 0.194
H 5.808 -1.858 -0.467 0.016 -0.055 -0.067 0.216
H 4.443 -1.629 -1.558 0.051 -0.037 -0.063 0.192
H 5.388 0.576 -1.011 0.061 0.036 0.081 0.216
H 5.270 0.244 0.717 0.034 0.060 0.013 0.212
H 1.558 0.134 0.887 0.097 -0.023 0.069 0.224
H 3.057 -0.125 1.793 0.012 0.090 0.008 0.202
H 1.613 -3.140 -0.567 0.090 0.088 -0.106 0.209
H 2.130 -1.776 -1.574 -0.077 -0.048 0.022 0.184
H -0.184 -0.522 -2.448 0.204 0.018 -0.228 0.204
H -2.963 0.538 1.313 0.094 0.068 0.051 0.238
H -2.119 -0.563 2.415 -0.015 0.105 0.024 0.212
H -3.879 -1.256 -0.832 -0.039 0.094 -0.014 0.219
H -5.005 -0.254 0.080 0.038 0.112 -0.043 0.191
H -6.211 -2.105 -1.044 -0.112 -0.057 -0.073 0.209
H -5.196 -3.290 -0.222 0.005 -0.131 -0.011 0.200
H -6.313 -2.290 0.707 -0.115 -0.058 0.070 0.198
```
Forces are in eV/Å.



The following is a DFT calculation (ωB97M-V/def2-TZVPD) of a cluster of 2 separate species, C21H29N4 in total at a distorted geometry.

Its charge is +1. The calculation puts the orbital gap at 6.16 eV. The value obtained for the LUMO energy is -4.03 eV. Its energy above the lowest of the compared OMol25 structures with the same formula, charge and spin is 0.0 kcal/mol.

The geometry in XYZ format:
```
54
Properties=species:S:1:pos:R:3:forces:R:3:nbo_charge:R:1
C -6.091 -1.372 -0.015 -0.337 0.083 -0.211 -0.405
N -5.194 -1.347 1.124 0.449 0.451 -0.028 -0.407
C -5.532 -2.259 2.198 0.288 -0.283 0.150 -0.416
C -3.966 -0.743 1.071 -0.313 -0.176 0.079 0.357
C -3.756 0.452 0.318 0.390 0.204 -0.031 -0.303
C -2.529 1.081 0.353 -0.239 -0.268 0.177 -0.086
C -1.395 0.459 0.949 -0.261 -0.238 -0.016 -0.218
C -0.135 1.104 0.906 -0.059 -0.547 -0.335 0.167
C 1.127 0.461 0.884 0.487 -0.162 0.228 -0.230
C 2.242 1.095 1.504 -0.132 -0.188 -0.162 -0.101
C 3.468 0.480 1.563 -0.185 0.072 0.109 -0.287
C 3.695 -0.739 0.862 0.283 -0.216 0.216 0.276
N 4.916 -1.353 0.950 -0.354 0.493 -0.055 -0.392
C 5.709 -1.289 2.163 0.307 0.148 0.280 -0.403
C 5.413 -2.249 -0.072 -0.250 -0.340 -0.117 -0.412
C 2.635 -1.298 0.093 -0.143 0.057 0.060 -0.320
C 1.362 -0.764 0.188 0.042 0.250 0.209 -0.031
C -1.605 -0.777 1.640 -0.061 0.352 -0.174 -0.094
C -2.878 -1.283 1.813 0.205 0.022 -0.071 -0.320
H -5.878 -0.553 -0.708 -0.121 -0.253 0.183 0.214
H -6.017 -2.323 -0.570 0.125 0.237 0.177 0.203
H -7.125 -1.290 0.341 0.191 0.138 -0.151 0.212
H -5.191 -1.855 3.159 -0.148 -0.065 -0.190 0.216
H -6.619 -2.377 2.227 0.222 0.037 0.026 0.223
H -5.075 -3.250 2.064 -0.150 0.081 -0.002 0.198
H -4.585 0.910 -0.224 0.312 -0.127 0.270 0.230
H -2.383 2.049 -0.129 -0.137 -0.281 0.130 0.226
H -0.128 2.195 0.900 -0.036 -0.174 0.033 0.221
H 2.089 2.064 1.983 0.094 -0.241 -0.081 0.223
H 4.283 0.937 2.128 -0.381 -0.062 -0.345 0.230
H 5.415 -0.441 2.790 0.187 -0.342 -0.182 0.214
H 5.606 -2.204 2.769 -0.073 0.179 -0.239 0.204
H 6.768 -1.189 1.896 -0.192 0.098 0.142 0.209
H 5.178 -1.862 -1.071 0.073 -0.069 0.216 0.214
H 6.502 -2.314 0.041 -0.291 -0.018 -0.138 0.221
H 4.993 -3.261 0.017 0.140 0.100 -0.022 0.199
H 2.821 -2.198 -0.502 -0.168 0.375 0.309 0.234
H 0.521 -1.246 -0.313 0.299 0.180 0.017 0.226
H -0.746 -1.291 2.073 -0.256 0.215 0.100 0.230
H -3.058 -2.131 2.479 0.249 0.235 -0.448 0.234
C 2.272 2.552 -1.830 0.012 -0.204 0.157 -0.663
C 0.920 2.255 -2.385 -1.451 -0.698 -0.008 0.457
N -0.011 1.510 -1.859 0.917 0.448 0.156 -0.562
C -1.172 1.552 -2.764 -0.158 -0.220 0.382 -0.242
C -0.774 2.413 -3.961 0.048 0.114 -0.361 -0.236
N 0.568 2.796 -3.576 0.664 0.688 -0.400 -0.607
H 2.853 3.109 -2.571 0.036 -0.114 0.228 0.225
H 2.186 3.153 -0.918 0.051 -0.129 -0.177 0.237
H 2.780 1.611 -1.587 -0.046 0.268 -0.006 0.244
H -1.446 0.542 -3.091 -0.025 0.114 0.253 0.200
H -2.027 1.992 -2.236 0.084 -0.229 -0.144 0.184
H -0.762 1.821 -4.879 -0.073 0.233 -0.056 0.199
H -1.432 3.280 -4.073 0.148 -0.091 -0.174 0.199
H 1.189 3.383 -4.114 -0.266 -0.141 0.037 0.407
```
Forces are in eV/Å.



The following is a DFT calculation (ωB97M-V/def2-TZVPD) of the molecule C21H29N5OS at a distorted geometry.

Its charge is 0. The calculation puts the orbital gap at 8.79 eV. The value obtained for the LUMO energy is 0.53 eV. As for the structure (SMILES): CCCc1[nH]n(-c2nc3ccccc3s2)c(=O)c1/C=N/CCCN(CC)CC. Its energy above the lowest of the compared OMol25 structures with the same formula, charge and spin is 34.7 kcal/mol.

The geometry in XYZ format:
```
57
Properties=species:S:1:pos:R:3:forces:R:3:nbo_charge:R:1
C -1.356 -3.149 1.529 0.190 0.115 0.083 -0.603
H -2.232 -2.624 1.156 -0.150 0.030 -0.061 0.207
C -0.180 -2.191 1.656 -0.083 -0.073 -0.127 -0.383
H 0.686 -2.718 2.063 0.048 0.047 0.041 0.194
H -0.442 -1.377 2.331 0.081 -0.006 0.042 0.227
C 0.182 -1.579 0.295 0.007 -0.152 0.212 -0.474
C 1.299 -0.616 0.427 0.232 0.385 -0.002 0.398
C 1.271 0.687 0.889 0.334 -0.330 -0.180 -0.353
C 0.135 1.451 1.329 -0.150 0.303 0.155 0.136
N -1.017 0.941 1.435 0.234 -0.393 -0.117 -0.456
C -2.122 1.750 1.848 -0.289 0.450 -0.054 -0.231
C -3.187 1.784 0.746 0.122 -0.310 0.285 -0.402
H -2.740 2.204 -0.155 -0.001 0.092 -0.058 0.198
H -4.007 2.432 1.058 -0.052 0.040 -0.049 0.213
C -3.738 0.388 0.460 0.107 0.221 -0.033 -0.204
N -4.800 0.420 -0.527 -0.037 -0.123 0.175 -0.464
C -4.333 0.746 -1.869 -0.150 0.331 -0.096 -0.223
H -3.238 0.786 -1.886 -0.034 -0.087 -0.002 0.185
H -4.635 -0.037 -2.574 0.075 -0.023 0.055 0.184
C -4.889 2.087 -2.344 0.193 -0.265 -0.072 -0.603
H -4.585 2.882 -1.670 0.018 0.110 0.070 0.206
H -5.974 2.059 -2.369 -0.130 0.020 0.001 0.206
H -4.521 2.313 -3.343 0.012 0.105 -0.147 0.201
C -5.666 -0.742 -0.484 -0.192 -0.001 -0.054 -0.199
C -7.013 -0.466 -1.144 0.242 -0.148 0.144 -0.612
H -7.676 -1.315 -0.998 -0.103 -0.079 -0.059 0.209
H -7.465 0.415 -0.698 -0.074 0.101 0.032 0.211
H -6.903 -0.297 -2.212 -0.037 0.028 -0.149 0.200
H -5.843 -0.988 0.566 0.060 -0.033 -0.048 0.192
H -5.198 -1.625 -0.959 -0.006 0.035 0.088 0.155
H -2.904 -0.268 0.155 -0.101 -0.025 0.045 0.168
H -4.151 -0.012 1.390 0.026 -0.043 0.000 0.192
H -1.815 2.780 2.096 -0.033 -0.123 0.043 0.171
H -2.549 1.285 2.743 -0.045 0.124 0.013 0.193
H 0.355 2.500 1.571 -0.136 0.000 0.017 0.172
C 2.614 1.209 0.837 -0.182 -0.370 -0.082 0.638
O 3.121 2.279 1.115 -0.122 0.341 0.138 -0.622
N 3.377 0.137 0.342 -0.490 0.139 0.170 -0.271
C 4.709 0.168 0.086 0.771 0.279 -0.064 0.249
N 5.366 -0.829 -0.397 -0.981 -0.415 0.057 -0.522
C 6.685 -0.497 -0.551 0.624 0.651 0.099 0.192
C 7.678 -1.335 -1.049 -0.084 0.038 0.030 -0.237
C 8.966 -0.852 -1.147 0.029 -0.077 -0.032 -0.211
C 9.278 0.448 -0.757 0.075 0.108 0.023 -0.222
C 8.305 1.294 -0.259 0.039 0.072 0.018 -0.201
C 7.009 0.819 -0.157 -0.293 -0.418 -0.081 -0.269
S 5.584 1.650 0.426 0.334 -0.311 -0.178 0.449
H 8.542 2.301 0.044 0.092 0.118 0.023 0.218
H 10.294 0.801 -0.844 0.084 0.035 -0.004 0.215
H 9.746 -1.491 -1.532 0.064 -0.053 -0.032 0.214
H 7.425 -2.339 -1.348 -0.023 -0.121 -0.038 0.221
N 2.568 -0.942 0.110 -0.079 -0.177 -0.058 -0.372
H 2.954 -1.783 -0.287 0.045 0.082 -0.004 0.441
H -0.689 -1.034 -0.069 0.049 -0.043 -0.099 0.256
H 0.447 -2.368 -0.412 -0.015 -0.008 -0.066 0.209
H -1.600 -3.578 2.497 -0.080 -0.082 0.060 0.214
H -1.122 -3.962 0.844 -0.033 -0.110 -0.073 0.199
```
Forces are in eV/Å.



The following is a DFT calculation (ωB97M-V/def2-TZVPD) of a structure of composition C21H29N8NaOS at a distorted geometry.

Its charge is 0. The calculation puts the orbital gap at 7.65 eV. The value obtained for the LUMO energy is 0.30 eV.

The geometry in XYZ format:
```
61
Properties=species:S:1:pos:R:3:forces:R:3:nbo_charge:R:1
Na -0.444 0.173 0.039 -0.647 1.171 -0.677 0.863
C -1.153 0.806 4.385 0.023 0.069 0.013 -0.691
C -0.606 1.143 3.028 0.079 0.117 0.035 0.188
N -0.010 0.300 2.269 -0.100 -0.273 0.090 -0.292
N 0.182 -0.966 2.757 0.188 -0.168 0.121 -0.506
C 0.360 -1.877 1.804 -0.066 0.042 0.033 0.571
O 0.213 -1.727 0.557 0.297 -0.747 0.486 -0.817
C 0.765 -3.234 2.316 -0.009 0.028 -0.028 -0.044
C 1.227 -3.424 3.616 -0.017 -0.047 0.031 -0.205
C 1.619 -4.685 4.043 -0.015 0.027 -0.029 -0.222
C 1.546 -5.770 3.178 -0.008 0.023 -0.012 -0.216
C 1.085 -5.587 1.881 -0.002 0.045 0.015 -0.211
C 0.701 -4.323 1.453 0.040 -0.056 -0.001 -0.218
C -0.736 2.539 2.513 0.070 -0.088 -0.019 0.169
C -1.401 3.515 3.255 -0.019 0.036 0.066 -0.247
C -1.501 4.801 2.750 -0.032 0.004 0.059 -0.165
C -0.928 5.092 1.525 0.007 0.014 0.009 -0.269
C -0.277 4.063 0.860 0.078 -0.115 0.045 0.031
N -0.186 2.822 1.325 -0.081 0.022 -0.006 -0.420
H -1.026 -0.256 4.566 -0.001 -0.007 0.006 0.263
H -2.213 1.061 4.455 0.024 -0.009 -0.003 0.215
H -0.626 1.363 5.166 -0.032 -0.002 -0.020 0.220
H 1.270 -2.571 4.280 0.005 -0.015 -0.010 0.235
H 1.982 -4.824 5.054 -0.008 0.011 -0.010 0.209
H 1.849 -6.754 3.513 -0.005 0.018 -0.005 0.208
H 1.026 -6.430 1.204 -0.003 0.012 -0.001 0.206
H 0.351 -4.158 0.442 0.000 -0.005 0.008 0.226
H -1.829 3.272 4.217 -0.001 0.012 -0.031 0.221
H -2.017 5.568 3.314 0.003 -0.011 -0.003 0.216
H -0.978 6.085 1.098 0.019 -0.020 -0.006 0.220
H 0.208 4.245 -0.096 -0.033 -0.017 0.006 0.197
N -2.024 1.815 -1.173 0.046 0.127 -0.161 -0.852
C -1.979 1.713 -2.641 0.021 -0.095 0.084 -0.229
C -2.618 0.424 -3.156 0.066 -0.022 0.141 -0.409
C -1.813 -0.842 -2.865 -0.008 0.120 0.173 -0.215
N -1.870 -1.196 -1.441 0.063 -0.275 -0.240 -0.862
H -2.975 2.004 -0.874 0.011 -0.057 0.078 0.355
H -1.462 2.597 -0.860 -0.034 0.037 -0.050 0.371
H -0.928 1.728 -2.933 0.018 0.013 -0.005 0.215
H -2.456 2.570 -3.131 -0.067 0.018 -0.007 0.165
H -2.749 0.515 -4.237 -0.002 0.003 -0.016 0.207
H -3.622 0.313 -2.728 -0.002 0.013 -0.048 0.191
H -0.765 -0.661 -3.124 0.000 0.003 0.023 0.186
H -2.164 -1.650 -3.516 -0.025 -0.048 -0.040 0.169
H -1.188 -1.910 -1.199 -0.043 -0.011 -0.037 0.389
H -2.780 -1.581 -1.217 -0.016 0.065 0.054 0.357
C 1.615 -0.061 -5.492 0.025 0.037 0.032 -0.595
C 2.371 1.012 -4.700 -0.070 -0.077 -0.018 -0.447
C 2.297 0.783 -3.224 -0.039 -0.053 0.104 0.050
N 1.444 1.349 -2.446 0.001 -0.089 0.125 -0.276
N 1.515 0.931 -1.132 0.301 -0.115 -0.366 -0.389
C 2.469 0.061 -0.941 0.066 0.221 -0.056 0.246
N 2.858 -0.384 0.283 -0.038 0.105 0.020 -0.788
S 3.328 -0.353 -2.396 0.023 0.013 0.052 0.320
H 1.703 0.121 -6.564 -0.003 -0.005 0.029 0.215
H 0.557 -0.052 -5.228 0.019 -0.010 -0.002 0.210
H 2.009 -1.057 -5.282 -0.009 0.023 -0.007 0.209
H 1.940 1.994 -4.890 0.001 0.018 -0.002 0.235
H 3.415 1.042 -5.017 0.008 0.020 0.011 0.217
H 2.204 -0.160 1.025 -0.013 -0.017 -0.034 0.423
H 3.213 -1.326 0.333 -0.054 -0.032 0.000 0.399
```
Forces are in eV/Å.